This record from the Open Molecules 2025 dataset describes 10 unconnected molecules or ions with the total composition C21H55FN20O15S. The level of theory is wB97M-V/def2-TZVPD.

```
113
Properties=species:S:1:pos:R:3
C -1.48967 -5.69904 2.77187
S -1.27542 -4.87752 4.31139
O -0.60596 -5.75154 5.23952
O -2.53625 -4.29829 4.68634
C -0.11850 -3.50420 4.04890
C 0.79222 -3.56850 2.82470
O 1.26755 -4.49711 2.25819
O 0.99273 -2.27848 2.37726
C 0.55204 -1.42920 3.45195
C 0.52717 0.03190 3.04418
O -0.45978 0.62723 2.78106
N 1.83504 0.69155 2.97682
C 2.42798 0.93767 4.21431
O 2.17458 1.81726 4.95571
F 3.39536 0.04222 4.49866
C -0.74223 -2.09084 3.91383
C -1.43544 -1.42572 5.10373
C -2.96588 -1.33818 5.01899
C -3.51538 -0.93788 3.64347
C -4.90306 -0.30255 3.76394
C -6.01256 -1.31544 4.09749
N -7.31224 -1.03518 3.47777
H -1.99086 -6.63119 3.03552
H -0.53020 -5.88969 2.30508
H -2.12934 -5.08065 2.13732
H 0.49539 -3.52299 4.95763
H 1.30011 -1.55623 4.25067
H 2.46177 0.10284 2.42915
H -1.36042 -2.12751 3.00797
H -1.02969 -0.41857 5.24316
H -1.17730 -1.99642 6.00206
H -3.41922 -2.27426 5.33803
H -3.28450 -0.57803 5.74111
H -2.83827 -0.24484 3.13796
H -3.63097 -1.85019 3.04710
H -4.88494 0.45122 4.55807
H -5.16984 0.23510 2.84858
H -5.69984 -2.31027 3.76647
H -6.16877 -1.35990 5.17847
H -7.44351 -0.04492 3.32000
H -7.42090 -1.53471 2.60715
C -1.73057 -3.16789 -0.40536
O -2.40845 -3.50413 0.56105
N -2.19348 -3.08278 -1.67807
N -0.41376 -2.82173 -0.28361
H -1.58334 -2.76231 -2.41351
H -3.15319 -3.28934 -1.87775
H -0.05983 -2.83164 0.65060
H 0.16709 -2.57834 -1.07260
C 0.98473 -0.63270 -2.63111
O 0.47113 -1.72553 -2.89187
N 0.82360 -0.01960 -1.43818
N 1.76540 0.00343 -3.54584
H 1.25117 0.86196 -1.18578
H 0.23158 -0.47793 -0.76747
H 1.86973 -0.44648 -4.43872
H 2.21504 0.88341 -3.38059
C -6.30570 3.44472 5.02226
O -6.61402 2.28883 5.24275
N -6.08544 4.34810 6.02700
N -6.15213 3.93356 3.75225
H -5.83465 5.30471 5.86739
H -6.19136 4.01868 6.96825
H -6.30417 3.29440 2.99493
H -5.89965 4.88162 3.54999
C 2.77560 -2.42467 -6.70761
O 1.84147 -1.71562 -7.07367
N 3.79743 -2.77861 -7.52835
N 2.84509 -2.90278 -5.43389
H 4.57052 -3.36369 -7.25681
H 3.76106 -2.44748 -8.47339
H 2.08461 -2.67831 -4.81244
H 3.59562 -3.47680 -5.09939
C 6.80464 -4.29588 -8.98099
O 5.91939 -4.69243 -8.23675
N 6.56860 -4.00796 -10.29404
N 8.08801 -4.11720 -8.55645
H 7.27716 -3.68819 -10.92654
H 5.63643 -4.15113 -10.63523
H 8.28864 -4.33052 -7.59740
H 8.82822 -3.79813 -9.15182
C 1.71612 2.53971 -7.57697
O 2.19989 3.66764 -7.54919
N 2.43981 1.44525 -7.92734
N 0.41295 2.29773 -7.25964
H 2.06463 0.50840 -7.93742
H 3.40504 1.58629 -8.15759
H -0.15306 3.07901 -6.98792
H 0.01169 1.37807 -7.26753
C -0.34613 3.99919 7.50212
O -0.58313 4.64611 8.50613
N 0.77525 3.23438 7.35523
N -1.19599 3.98491 6.42494
H 0.96956 2.70360 6.52682
H 1.42177 3.21359 8.12074
H -2.03322 4.53052 6.49677
H -1.02026 3.45912 5.58990
C 2.12276 3.51284 0.03346
O 1.55887 2.45229 -0.22022
N 1.94061 4.14888 1.22138
N 2.95607 4.11439 -0.85309
H 2.37548 5.02250 1.44936
H 1.32026 3.72045 1.88355
H 3.07459 3.66717 -1.74114
H 3.40691 4.99429 -0.68830
C 1.60716 6.13370 -4.38710
O 1.55546 6.47960 -3.21722
N 2.58259 5.32467 -4.88961
N 0.67194 6.52448 -5.30717
H 2.59736 5.02738 -5.85231
H 3.30223 5.01836 -4.26524
H -0.06831 7.11984 -4.98810
H 0.70790 6.24500 -6.27007
```

The calculation puts the energy relative to the best compared isomer or geometry (same formula, charge and spin) at 0.000 eV. Its gap between HOMO and LUMO is 8.0 eV.

=====

This record from the Open Molecules 2025 dataset describes 7 unconnected molecules or ions with the total composition C21H55NO13 at a distorted geometry. The level of theory is wB97M-V/def2-TZVPD.

```
90
Properties=species:S:1:pos:R:3
C 4.87119 -4.39320 -6.85516
C 3.73587 -3.69880 -7.72597
C 4.15885 -2.19580 -7.99167
C 5.27730 -2.09971 -9.07427
C 4.69730 -2.46343 -10.35956
C 4.28995 -4.01389 -10.32761
N 3.53544 -4.35260 -9.03078
O 2.73359 -5.43320 -8.97949
C 3.37269 -4.20226 -11.54613
C 5.51279 -4.86648 -10.42941
C 2.32726 -3.64303 -6.98075
H 4.76997 -5.47712 -6.90979
H 4.95688 -4.10591 -5.80720
H 5.84101 -4.20771 -7.31687
H 3.38149 -1.47829 -8.25434
H 4.62710 -1.86499 -7.06463
H 6.18506 -2.62473 -8.77690
H 5.56634 -1.04884 -9.08968
H 5.43190 -2.30828 -11.14976
H 3.85664 -1.81281 -10.60057
H 3.71980 -3.79713 -12.49665
H 3.24149 -5.22930 -11.88681
H 2.34663 -3.92849 -11.30050
H 5.47741 -5.84881 -9.95838
H 5.70104 -5.17564 -11.45756
H 6.45924 -4.44992 -10.08468
H 2.51256 -3.17516 -6.01387
H 1.74919 -4.56627 -7.02034
H 1.60603 -2.92468 -7.37050
H 3.38429 -6.12314 -8.83065
C 7.55691 2.08949 -1.26932
C 6.13277 2.80074 -0.94330
O 5.22918 1.70035 -0.73906
O 7.78560 0.89711 -0.60336
H 8.42047 2.74432 -1.15284
H 7.60912 1.81109 -2.32188
H 5.82346 3.44594 -1.76558
H 6.34349 3.49277 -0.12796
H 5.91112 1.06829 -0.50017
H 8.52148 0.44330 -1.02064
C -9.53404 1.40977 8.14574
C -11.00969 1.81090 7.59563
O -11.21121 1.23051 6.28848
O -8.38599 1.74139 7.37825
H -9.38181 0.33066 8.12521
H -9.38945 1.78099 9.16033
H -11.17566 2.88638 7.53318
H -11.81780 1.32824 8.14527
H -10.63449 0.46469 6.23837
H -8.34959 2.69894 7.32030
C -0.93764 2.11323 2.98860
C -1.32091 1.44083 1.66669
O -0.88847 0.11873 1.71398
O -1.56646 1.39368 4.10924
H -1.34891 3.09325 2.74671
H 0.13133 2.25402 3.14854
H -0.96480 1.95395 0.77339
H -2.40094 1.30356 1.61399
H -0.10079 -0.06381 1.19644
H -2.52520 1.39448 4.06008
C -7.11464 -2.82431 1.59891
C -7.18545 -4.19960 1.08899
O -8.56075 -4.69297 1.09933
O -7.76377 -2.55043 2.81106
H -7.51632 -2.11875 0.87163
H -6.07413 -2.69375 1.89623
H -6.58868 -4.90276 1.66997
H -6.86197 -4.22284 0.04836
H -8.95139 -4.35471 1.90840
H -7.23277 -1.93305 3.31947
C -4.16257 7.89803 8.18993
C -5.57498 8.37747 7.93732
O -6.65706 7.40878 7.90605
O -3.74867 7.01740 7.14573
H -4.22954 7.22125 9.04175
H -3.49876 8.74109 8.38151
H -5.73819 9.01017 7.06488
H -5.76191 9.13160 8.70182
H -6.98819 7.27979 8.79787
H -3.20548 6.30195 7.48438
C 3.68733 1.50404 7.96731
C 4.69854 1.74675 9.13421
O 5.41101 2.93027 9.02156
O 2.97414 0.46567 8.14106
H 4.18539 1.48437 6.99795
H 2.95710 2.30832 7.87784
H 5.35748 0.88471 9.23811
H 4.16858 1.77052 10.08641
H 5.90222 2.77919 8.21071
H 2.22582 0.56377 7.54777
```

The calculation puts the energy relative to the best compared isomer or geometry (same formula, charge and spin) at 5.784 eV. Its gap between HOMO and LUMO is 8.1 eV.

=====

| no. | E (eV) |
| --- | --- |
| 1 | -96746.7302 |
| 2 | -50767.0391 |